# 1
Density functional theory data (ωB97M-V/def2-TZVPD) for a cluster of 2 separate species, C5H14NOPS2 in total.

The calculation puts the frontier orbital gap at 8.93 eV. As for the SMILES: CCOP(S)S.CC(C)=N. For the total energy, the calculation gives -39907.852 eV. The multiplicity is 1. The HOMO energy is -0.302 Eh.

XYZ file:
```
24
Properties=species:S:1:pos:R:3:forces:R:3:nbo_charge:R:1
C 3.636518 2.532067 -1.438037 -0.8 -0.9 -2.5 -0.66
C 2.519880 2.450536 -0.409797 -0.8 -1.6 0.6 -0.05
O 2.349746 1.174353 0.246096 0.1 0.3 0.8 -0.89
P 2.176836 -0.366021 -0.149607 0.4 0.2 -0.7 0.94
S 2.250365 -1.152638 1.817210 0.0 0.1 -0.3 -0.31
S 4.176095 -0.850531 -0.582852 1.1 -0.6 -2.1 -0.39
H 3.783316 1.619480 -2.175764 -0.7 1.5 1.9 0.22
H 3.259712 3.318162 -2.159116 1.1 -0.3 0.9 0.22
H 4.606613 2.696092 -0.980900 0.0 0.4 -0.2 0.22
H 1.506391 2.630685 -0.830533 0.8 0.6 0.1 0.18
H 2.727010 3.028500 0.509019 -0.2 0.6 -1.0 0.21
H 1.017393 -1.496380 1.481045 -0.7 -0.4 0.5 0.14
H 4.119176 -0.848795 -2.018061 -0.1 0.1 2.0 0.15
C -2.467746 -2.381709 -0.548642 -0.2 0.3 3.5 -0.68
C -1.648220 -1.288828 0.226777 -0.5 -1.0 -3.4 0.33
C -2.003524 -1.112615 1.606102 -2.3 0.8 2.4 -0.70
N -0.696590 -0.684182 -0.337247 0.4 1.4 1.1 -0.67
H -2.208552 -2.304295 -1.584769 -0.3 -0.6 -0.5 0.22
H -2.255030 -3.342940 0.022878 0.3 0.7 -1.4 0.23
H -3.539732 -2.265148 -0.251886 0.6 0.2 -1.0 0.22
H -1.313737 -0.728983 2.302678 1.7 0.4 0.3 0.24
H -2.300439 -2.065726 1.958727 -0.2 -1.2 0.7 0.22
H -2.902185 -0.498751 1.941768 0.6 -0.4 -1.5 0.25
H -0.492369 -0.818580 -1.318385 -0.4 -0.7 -0.1 0.35
```
Positions in Å, forces in eV/Å.


# 2
Density functional theory data (ωB97M-V/def2-TZVPD) for a cluster of 2 separate species, C5H14NOS in total.

The calculation puts the frontier orbital gap at 6.96 eV. As for the charge: -1. For the total energy, the calculation gives -19786.076 eV. The multiplicity is 1. The HOMO energy is -0.110 Eh.

XYZ file:
```
22
Properties=species:S:1:pos:R:3:forces:R:3:nbo_charge:R:1
C -0.282960 -1.573046 -1.658795 0.0 -0.2 0.1 -0.06
O 0.357430 -0.369191 -1.996877 0.0 0.1 -0.2 -0.79
C 0.593744 -2.549337 -0.870112 -0.1 0.1 -0.1 -0.24
N 0.471356 -2.331471 0.565907 -0.2 -0.3 0.1 -0.89
H -1.193339 -1.397359 -1.068830 0.0 0.0 0.0 0.15
H -0.586165 -2.038298 -2.601857 0.0 0.0 0.0 0.15
H 0.745323 0.036554 -1.184036 0.0 0.0 0.1 0.49
H 0.278977 -3.572036 -1.090214 0.0 -0.1 -0.1 0.16
H 1.619176 -2.425059 -1.239010 0.1 0.0 -0.1 0.17
H 0.846018 -1.403288 0.774264 0.1 0.2 0.1 0.40
H 1.067388 -2.988480 1.056879 0.0 0.0 0.0 0.33
C -0.922108 2.541617 -0.099131 0.0 0.1 -0.2 -0.61
C -0.886278 1.585233 1.071163 -0.2 -0.1 0.0 -0.41
C 0.483704 1.497317 1.710419 0.2 -0.2 0.0 -0.51
S 1.746013 0.714442 0.660933 0.3 0.2 -0.1 -0.66
H -0.617085 3.541731 0.207060 0.0 0.2 0.1 0.18
H -1.914753 2.612583 -0.542572 -0.1 0.0 -0.1 0.18
H -0.224581 2.208531 -0.864743 0.0 0.0 -0.1 0.23
H -1.618527 1.894047 1.824436 -0.1 0.0 0.1 0.17
H -1.171383 0.588265 0.731064 -0.1 -0.1 0.0 0.20
H 0.398801 0.926828 2.632375 0.0 -0.1 0.2 0.18
H 0.809247 2.500416 1.981676 0.1 0.2 0.1 0.17
```
Positions in Å, forces in eV/Å.


# 3
Density functional theory data (ωB97M-V/def2-TZVPD) for a cluster of 2 separate species, C5H14NP in total.

The calculation puts the frontier orbital gap at 9.54 eV. As for the SMILES: CP(C)C.C=NC. For the total energy, the calculation gives -16188.615 eV. The multiplicity is 1. The HOMO energy is -0.308 Eh.

XYZ file:
```
21
Properties=species:S:1:pos:R:3:forces:R:3:nbo_charge:R:1
C -0.357183 -1.042337 -2.706200 -0.6 3.2 0.2 -0.91
P 0.126407 -0.619260 -0.949872 -0.4 0.8 -1.4 0.78
C 1.915234 -1.009788 -1.096323 -2.1 0.1 -0.3 -0.91
C 0.300650 1.223818 -1.070721 -2.9 -0.3 -3.4 -0.91
H -0.427618 -0.220652 -3.503435 0.5 -1.0 1.3 0.22
H 0.335768 -1.758828 -2.917528 1.8 -2.0 -1.4 0.21
H -1.292968 -1.502459 -2.661537 -1.6 -0.7 0.0 0.22
H 2.424607 -1.077549 -0.207984 1.1 0.1 2.3 0.22
H 1.942834 -1.942728 -1.551505 0.3 -1.9 -0.8 0.22
H 2.352508 -0.332830 -1.742518 1.2 1.5 -1.3 0.21
H 0.951614 1.554663 -1.891839 0.2 -0.3 0.3 0.21
H -0.697372 1.770086 -1.275940 1.4 -1.1 0.7 0.24
H 0.650599 1.452520 -0.155952 1.3 1.6 3.1 0.21
C -1.969217 1.092216 3.225237 -1.4 2.9 1.6 -0.07
N -1.337459 0.947984 2.167447 0.3 -1.4 -1.4 -0.39
C -0.309104 -0.126374 2.184802 -0.7 1.0 0.2 -0.47
H -2.738345 1.973922 3.326545 1.2 -1.8 -0.4 0.16
H -1.684701 0.656400 4.196077 -0.3 -0.5 -0.3 0.14
H -0.393915 -0.855874 1.358685 -0.1 0.8 0.5 0.23
H 0.603505 0.461245 2.149235 0.6 -0.5 -0.2 0.20
H -0.395842 -0.644174 3.123327 0.3 -0.4 0.6 0.17
```
Positions in Å, forces in eV/Å.


# 4
Density functional theory data (ωB97M-V/def2-TZVPD) for a cluster of 2 separate species, C5H14NS in total.

The calculation puts the frontier orbital gap (alpha / beta) at 9.87 / 6.83 eV. For the total energy, the calculation gives -17736.113 eV. The multiplicity is 2. The HOMO energy (alpha / beta) is -0.327 / -0.324 Eh.

XYZ file:
```
21
Properties=species:S:1:pos:R:3:forces:R:3:nbo_charge:R:1
C -1.508408 0.689632 2.500554 0.0 0.1 -0.1 -0.62
C -1.904795 -0.761327 2.260290 -0.3 0.0 0.0 -0.22
N -2.748094 -0.971436 1.088530 -0.1 0.0 -0.3 -0.84
H -2.396545 1.324920 2.498849 0.0 0.0 0.0 0.20
H -0.997799 0.849607 3.450483 0.1 -0.1 0.0 0.21
H -0.856960 1.037379 1.697152 0.0 0.0 0.0 0.20
H -1.023511 -1.389102 2.139684 0.1 0.0 0.1 0.19
H -2.453597 -1.148852 3.122203 0.1 0.0 0.1 0.18
H -2.207049 -0.904378 0.233069 0.0 0.1 0.1 0.36
H -3.489126 -0.279412 1.030015 0.1 -0.1 0.1 0.34
C 3.016391 0.935465 -1.478270 -0.1 0.3 -0.3 -0.61
C 1.775639 0.771060 -2.352824 0.2 -0.2 0.1 -0.41
C 0.487272 0.559007 -1.572478 -0.1 -0.2 0.2 -0.58
S 0.516826 -0.797750 -0.385264 0.1 0.1 -0.2 0.10
H 2.833688 1.672645 -0.697330 0.0 0.0 0.2 0.20
H 3.845511 1.316339 -2.074625 0.0 -0.1 0.0 0.21
H 3.330169 -0.000234 -1.026305 -0.1 -0.1 0.1 0.22
H 1.667438 1.650423 -2.990034 -0.1 0.0 0.0 0.21
H 1.911839 -0.084762 -3.015921 0.0 0.0 -0.1 0.20
H -0.355461 0.350464 -2.236221 0.0 0.0 -0.1 0.24
H 0.184835 1.442895 -1.003288 0.1 0.1 0.0 0.23
```
Positions in Å, forces in eV/Å.


# 5
Density functional theory data (ωB97M-V/def2-TZVPD) for a structure of composition C5H14NSi.

The calculation puts the frontier orbital gap at 11.32 eV. As for the charge: +1. For the total energy, the calculation gives -14773.099 eV. The multiplicity is 1. The HOMO energy is -0.537 Eh.

XYZ file:
```
21
Properties=species:S:1:pos:R:3:forces:R:3:nbo_charge:R:1
C 1.369524 -0.593722 -1.593414 -3.6 -2.4 1.5 -0.23
C -0.295910 -1.312812 -0.870859 3.2 1.8 -1.0 -0.81
C 0.780045 1.187783 -0.043086 -0.6 0.0 0.9 -0.64
C -2.247956 0.741526 0.624834 0.6 -0.4 0.1 -1.10
C 0.041423 -0.851442 2.220930 -0.3 0.3 -0.6 -1.10
N 1.168187 0.843539 -1.435584 0.2 0.5 -0.4 -0.51
Si -0.556189 -0.110612 0.586066 0.2 0.1 -0.2 1.54
H 2.155933 -0.967777 -0.953436 0.2 0.2 0.0 0.23
H 1.449279 -0.913886 -2.621452 0.1 0.2 -0.1 0.24
H -0.974223 -1.261205 -1.711494 -0.2 0.0 -0.1 0.24
H -0.059358 -2.339054 -0.635335 0.0 -0.2 0.1 0.25
H 1.669540 1.149511 0.580980 0.2 -0.1 -0.1 0.24
H 0.414380 2.211533 -0.021748 0.0 0.1 -0.1 0.25
H -2.469176 1.099240 1.626969 0.0 0.1 0.2 0.26
H -2.312673 1.597132 -0.042595 0.1 0.1 -0.2 0.25
H -3.043558 0.054201 0.355650 -0.1 -0.2 -0.1 0.26
H 0.468900 -0.095391 2.873617 0.0 0.2 0.1 0.26
H -0.779629 -1.310705 2.762424 -0.2 -0.1 0.0 0.26
H 0.794632 -1.620798 2.069544 0.1 0.0 -0.1 0.25
H 2.015441 1.359406 -1.708411 -0.3 0.0 0.0 0.44
H 0.411388 1.133532 -2.063600 0.3 0.0 0.0 0.43
```
Positions in Å, forces in eV/Å.


# 6
Density functional theory data (ωB97M-V/def2-TZVPD) for a cluster of 2 separate species, C5H14O in total.

The calculation puts the frontier orbital gap at 11.99 eV. As for the SMILES: CCCCC.O. For the total energy, the calculation gives -7458.992 eV. The multiplicity is 1. The HOMO energy is -0.406 Eh.

XYZ file:
```
20
Properties=species:S:1:pos:R:3:forces:R:3:nbo_charge:R:1
C -0.968153 1.411954 1.283615 -0.1 2.0 1.3 -0.63
C -0.613492 -0.049768 1.114941 -1.7 -0.1 -0.9 -0.42
C 0.866563 -0.359143 1.058677 0.7 -0.2 0.6 -0.40
C 1.445445 -0.412498 -0.345408 -0.8 -0.1 0.0 -0.39
C 0.792499 -1.497076 -1.220791 2.0 0.6 -2.1 -0.63
H -1.883584 1.708456 0.780724 -0.5 -0.3 0.3 0.21
H -1.006166 1.762460 2.350982 -0.4 -0.8 -0.7 0.21
H -0.322468 2.214486 0.921320 0.9 -0.7 -0.7 0.21
H -1.168052 -0.609266 1.874010 0.5 0.1 0.4 0.22
H -1.225239 -0.396035 0.223988 1.3 0.1 0.4 0.18
H 1.430993 0.425555 1.600610 -0.4 -0.3 0.0 0.21
H 1.087542 -1.296180 1.582731 -0.1 0.0 -0.1 0.20
H 1.219988 0.582486 -0.759727 0.5 -0.2 -0.3 0.19
H 2.543650 -0.587175 -0.294165 -0.7 0.3 -0.2 0.21
H 1.393785 -1.481720 -2.203690 -0.9 -0.3 1.3 0.21
H 0.896659 -2.476720 -0.794387 0.1 -0.5 0.3 0.21
H -0.231119 -1.382177 -1.554131 -0.3 0.4 0.4 0.21
O -1.500324 1.067333 -2.221812 0.3 -0.8 1.0 -0.92
H -0.676920 0.795083 -1.782021 0.2 0.5 -0.6 0.46
H -2.081598 0.579948 -1.615468 -0.5 0.3 -0.5 0.46
```
Positions in Å, forces in eV/Å.